Entry 1:
DFT (wB97M-V/def2-TZVPD) results for a structure of composition C46H41N10O4S2Sr.

Each line ends with the Löwdin charge.
Positions of all 104 atoms, in Å:
Sr1 -0.20498 0.25142 -0.04400  1.48
C1 -1.24263 5.44055 4.31181  -0.09
C2 -2.58250 5.04050 4.26398  -0.10
C3 -2.96005 3.85687 3.64790  -0.03
C4 -1.96448 3.08327 3.07070  -0.10
C5 -1.96922 1.78116 2.37551  -0.28
N1 -0.70581 1.46277 2.03365  0.03
C6 0.14986 2.41053 2.48167  -0.29
N2 1.47000 2.39832 2.47689  0.21
C7 2.21937 1.38950 2.03141  -0.28
C8 3.66122 1.30293 2.29651  -0.10
C9 4.55492 2.17903 2.89821  -0.02
C10 5.87715 1.78058 3.00118  -0.10
C11 6.29060 0.52518 2.53410  -0.10
C12 5.39325 -0.35724 1.95713  -0.03
C13 4.07133 0.05269 1.82971  -0.11
C14 2.86701 -0.59469 1.29655  -0.30
N3 2.83889 -1.85571 0.89892  0.19
C15 1.72974 -2.54901 0.62709  -0.35
N4 0.45255 -2.10970 0.60176  0.04
C16 -0.38545 -3.15203 0.40733  -0.29
N5 -1.71638 -3.17485 0.52226  0.20
C17 -2.46308 -2.16249 0.92497  -0.29
N6 -2.08998 -0.86990 1.12396  0.04
C18 -3.08017 -0.19288 1.72970  -0.28
N7 -3.06371 1.04742 2.22724  0.19
C19 -4.24347 -1.07999 1.87647  -0.11
C20 -5.50494 -0.89051 2.42412  -0.02
C21 -6.37580 -1.96772 2.42558  -0.10
C22 -5.98927 -3.21002 1.90613  -0.10
C23 -4.72343 -3.40342 1.37791  -0.02
C24 -3.85635 -2.31866 1.36328  -0.11
C25 0.40849 -4.36355 0.19545  -0.11
C26 0.06829 -5.68137 -0.09182  -0.03
C27 1.09509 -6.59673 -0.24385  -0.10
C28 2.43704 -6.21334 -0.09626  -0.10
C29 2.77626 -4.90673 0.20903  -0.03
C30 1.74565 -3.98319 0.34735  -0.14
N8 1.82624 0.27410 1.38999  0.03
C31 -0.62955 3.47968 3.13002  -0.11
C32 -0.24477 4.65785 3.74881  -0.02
H1 -0.98554 6.37475 4.79614  0.09
H2 -3.33530 5.67514 4.71642  0.09
H3 -3.99652 3.54566 3.61616  0.11
H4 4.21148 3.13660 3.26750  0.11
H5 6.60588 2.44381 3.45116  0.09
H6 7.33256 0.24461 2.63217  0.09
H7 5.69963 -1.33843 1.61666  0.10
H8 -5.78732 0.07177 2.83124  0.11
H9 -7.37156 -1.85464 2.83691  0.09
H10 -6.69411 -4.03260 1.92328  0.09
H11 -4.40687 -4.36130 0.98584  0.11
H12 -0.96967 -5.96949 -0.19971  0.11
H13 0.86614 -7.62962 -0.47782  0.09
H14 3.21444 -6.95809 -0.21970  0.09
H15 3.80669 -4.59852 0.33669  0.11
H16 0.79812 4.94466 3.77691  0.11
O1 0.74828 -0.98500 -2.66551  -0.59
S1 1.84984 -2.00870 -2.53074  0.94
C33 2.04599 -2.83763 -4.13832  -0.30
C34 3.24799 -2.21927 -4.84580  -0.23
C35 4.24686 -1.89762 -3.73403  -0.23
C36 3.44759 -1.16269 -2.66343  -0.30
H17 1.08536 -2.72535 -4.64023  0.09
H18 2.20455 -3.89578 -3.92305  0.09
H19 2.95420 -1.29620 -5.34813  0.09
H20 3.65961 -2.89010 -5.60121  0.11
H21 5.08705 -1.29249 -4.07741  0.11
H22 4.65829 -2.82664 -3.32871  0.11
H23 3.19982 -0.13959 -2.96000  0.06
H24 3.90474 -1.14975 -1.67464  0.08
C37 1.75342 1.30305 -5.35984  -0.41
S2 1.47007 1.89334 -3.68961  0.81
C38 2.17990 3.53401 -3.82867  -0.40
H25 1.29132 1.95718 -6.10130  0.04
H26 1.28470 0.32185 -5.43430  0.02
H27 2.81667 1.20830 -5.59373  0.03
H28 3.22688 3.49988 -4.13556  0.04
H29 2.13494 3.97684 -2.83429  0.02
H30 1.62075 4.17022 -4.51584  0.04
C39 0.76158 6.66087 -2.61170  -0.08
C40 -0.44683 6.58500 -1.69196  -0.19
C41 -1.04811 5.19339 -1.50769  -0.29
C42 -2.33467 5.28241 -0.62465  -0.15
C43 -2.13278 5.97048 0.71596  -0.08
C44 -1.54205 4.63104 -2.82404  -0.42
O2 -1.88276 5.30260 -3.77832  0.08
N9 -1.67723 3.27068 -2.81346  0.20
C45 -1.16974 2.42294 -1.82437  -0.64
O3 -1.52059 1.23157 -1.88347  -0.14
N10 -0.32754 2.86968 -0.87922  0.11
C46 -0.08386 4.21603 -0.80741  -0.45
O4 0.82545 4.67257 -0.13249  0.06
H31 1.11244 7.69280 -2.68269  0.07
H32 0.51989 6.32315 -3.62026  0.06
H33 1.58305 6.06303 -2.21840  0.06
H34 -1.24237 7.23092 -2.07355  0.12
H35 -0.16621 6.95682 -0.70803  0.11
H36 -2.71471 4.27112 -0.45990  0.12
H37 -3.09159 5.81083 -1.21264  0.12
H38 -1.28394 5.55232 1.25880  0.07
H39 -3.01756 5.83770 1.33964  0.07
H40 -1.96608 7.04273 0.60631  0.07
H41 -2.10508 2.81985 -3.60800  0.16

Cartesian forces (eV/Å) of the 2 atoms listed first:
0.30 -0.14 -0.90
-0.01 -0.03 -0.01

Values from the calculation:
Strongest force on any atom: 0.957 eV/Å
Total charge: -1
Gap between HOMO and LUMO (spin up / spin down): 4.94 / 4.99 eV
Energy relative to the best compared isomer or geometry (same formula, charge and spin): 0.5589 eV



Entry 2:
DFT (wB97M-V/def2-TZVPD) results for a cluster of 4 separate species, C13H31BFIN3O4S in total.

Each line ends with the natural charge from an NBO analysis.
Positions of all 55 atoms, in Å:
C1 0.28335 -0.13365 0.75447  -1.07
B1 -0.22309 -1.20650 -0.21523  0.87
O1 0.50634 -2.18363 -0.76403  -0.84
S1 -2.11420 -1.29440 -0.83641  0.98
F1 -2.61174 -2.44137 0.14396  -0.42
C2 -2.94073 0.19763 -0.23622  -0.62
C3 -3.87520 -0.03760 0.95672  -0.31
C4 -5.12119 -0.83922 0.60833  -0.65
I1 -4.44696 1.93375 1.58129  0.15
H1 1.15861 0.38558 0.35194  0.33
H2 0.62885 -0.65586 1.65114  0.30
H3 -0.46440 0.60419 1.04204  0.24
H4 0.11523 -3.05978 -0.88046  0.53
H5 -3.49461 0.59424 -1.08705  0.27
H6 -2.15027 0.89800 0.02706  0.27
H7 -3.34184 -0.46794 1.79847  0.26
H8 -5.88686 -0.67758 1.36178  0.26
H9 -5.52726 -0.51068 -0.35079  0.21
H10 -4.91496 -1.90759 0.60095  0.24
C5 -3.73322 -3.99943 4.24894  -0.72
C6 -3.76860 -2.49051 4.24897  0.69
O2 -4.27721 -1.86036 3.32508  -0.69
N1 -3.23456 -1.84732 5.31012  -0.60
C7 -2.61139 -2.42181 6.48895  -0.41
H11 -4.20751 -4.34968 3.33743  0.24
H12 -2.70802 -4.36961 4.28690  0.23
H13 -4.27391 -4.40207 5.10547  0.24
H14 -3.31375 -0.84290 5.26082  0.40
H15 -3.15850 -2.13873 7.38819  0.21
H16 -1.58190 -2.07651 6.58705  0.20
H17 -2.60462 -3.50436 6.42036  0.21
C8 4.06110 0.41720 -1.61550  -0.73
C9 4.12105 0.73485 -0.13996  0.68
O3 3.33473 0.23883 0.66418  -0.68
N2 5.08189 1.58710 0.27085  -0.60
C10 6.08542 2.26737 -0.52991  -0.42
H18 3.24225 -0.27661 -1.78722  0.23
H19 3.89911 1.32424 -2.19993  0.23
H20 4.98834 -0.04616 -1.95189  0.24
H21 5.08000 1.75164 1.26601  0.40
H22 7.08750 1.98389 -0.20778  0.21
H23 5.98226 3.34816 -0.43496  0.21
H24 5.97445 2.00847 -1.57746  0.22
C11 2.84321 2.67676 -6.34520  -0.72
C12 3.04720 2.99466 -4.88406  0.68
O4 4.04704 3.54835 -4.46741  -0.62
N3 2.06153 2.62650 -4.01116  -0.63
C13 0.81882 1.94501 -4.28738  -0.41
H25 3.71358 3.03028 -6.88847  0.25
H26 2.73712 1.60256 -6.50220  0.23
H27 1.95412 3.17379 -6.73505  0.23
H28 2.26933 2.88518 -3.05950  0.40
H29 -0.03749 2.55149 -3.98329  0.20
H30 0.77252 0.98766 -3.75862  0.18
H31 0.72906 1.74446 -5.35032  0.22

Cartesian forces (eV/Å) of the 2 atoms listed first:
-0.59 0.26 -0.28
0.73 -0.15 0.10

Values from the calculation:
Strongest force on any atom: 0.750 eV/Å
Total charge: +1
Gap between HOMO and LUMO: 6.74 eV



Entry 3:
DFT (wB97M-V/def2-TZVPD) results for a cluster of 2 separate species, C3H8O2 in total.

Each line ends with the natural charge from an NBO analysis.
Positions of all 13 atoms, in Å:
C1 1.99710 -5.48253 -0.80486  0.28
O1 1.98911 -6.66046 -0.59701  -0.49
H1 2.26855 -4.98779 -1.76812  0.11
H2 1.61032 -4.81425 -0.00484  0.10
C2 0.05241 2.79530 0.03193  -0.63
C3 -1.24639 2.07009 0.40853  -0.07
O2 -2.20701 2.87735 1.08670  -0.71
H3 -0.28343 3.74046 -0.40386  0.21
H4 0.55148 3.02106 0.98262  0.21
H5 0.72947 2.31905 -0.66846  0.22
H6 -1.00639 1.19727 1.02966  0.15
H7 -1.59860 1.71695 -0.57301  0.15
H8 -2.85663 2.20748 1.28073  0.47

Cartesian forces (eV/Å) of the 2 atoms listed first:
-0.82 0.46 0.46
0.39 -0.23 -0.48

Values from the calculation:
Strongest force on any atom: 2.238 eV/Å
Gap between HOMO and LUMO: 11.13 eV
Energy relative to the best compared isomer or geometry (same formula, charge and spin): 1.9515 eV



Q: Which value of strongest force on any atom does entry 1 give?
A: 0.957 eV/Å



Q: Among the records above, which one has the lowest strongest force on any atom?
A: C13H31BFIN3O4S



Q: strongest force on any atom of number 2 (C13H31BFIN3O4S)?
A: 0.750 eV/Å



Q: Which value of strongest force on any atom does entry 1 give?
A: 0.957 eV/Å